Arrangement a

Molecular formula: C5H4N2O
Method: DFT, ωB97M-V with the def2-TZVPD basis set

Geometry (Å):
O -1.918 1.862 -0.113
N -1.437 -1.599 0.017
N -2.045 -0.482 -0.007
C 1.970 0.067 0.027
C 2.851 0.752 -0.362
C 0.704 -0.463 0.388
C -1.581 0.617 -0.366
C -0.051 -1.584 0.109
H -0.034 0.435 0.612
H 0.232 -2.516 -0.304
H 3.830 0.895 -0.625
H -2.521 2.015 0.626

Gap between HOMO and LUMO (alpha / beta) (Ha): 0.2747 / 0.2746

Want to see where the charge sits? The Löwdin charges in e are: O 0.0811; N -0.0164; N 0.0168; C -0.1390; C 0.1230; C -0.0786; C -0.1974; C -0.1312; H 0.1093; H 0.0964; H 0.0109; H 0.1251

***

Arrangement b

Molecular formula: C5H4N2O
Method: DFT, ωB97M-V with the def2-TZVPD basis set

Geometry (Å):
O -0.245 1.037 -1.096
N 1.730 -0.284 1.536
N -2.485 0.155 1.446
C 0.712 1.594 -0.426
C -0.299 -1.680 -0.645
C -0.394 -0.557 0.123
C -1.546 -0.189 0.878
C 0.898 -0.019 0.756
H 0.453 2.304 0.372
H 0.564 -2.325 -0.589
H -1.037 -1.855 -1.414
H 1.650 1.820 -0.942

Gap between HOMO and LUMO (alpha / beta) (Ha): 0.2960 / 0.2959

Want to see where the charge sits? The Löwdin charges in e are: O -0.0845; N 0.2553; N 0.1916; C -0.1238; C 0.1247; C -0.3424; C -0.1749; C -0.2440; H 0.1156; H 0.0838; H 0.0890; H 0.1097

***

So which one is most stable? That would be arrangement b, about 140.6 kJ/mol below the next structure.

***

Arrangement a

Molecular formula: C5H4N2O
Method: DFT, ωB97M-V with the def2-TZVPD basis set

Geometry (Å):
O -1.852 0.822 -0.028
N 1.891 0.646 0.155
N 0.742 -1.383 0.125
C -0.321 -0.824 -0.028
C 1.819 -0.658 -0.163
C -0.506 0.612 -0.214
C -2.032 -0.682 0.065
C 0.686 1.396 -0.033
H -2.685 -1.038 -0.765
H 0.968 2.413 0.421
H -2.432 -0.783 1.149
H 2.657 -1.065 -0.299

Gap between HOMO and LUMO (Ha): 0.3435

Want to see where the charge sits? The Löwdin charges in e are: O -0.0509; N 0.0701; N 0.1294; C -0.1666; C -0.1787; C -0.2356; C 0.0273; C -0.0107; H 0.1140; H 0.1274; H 0.1371; H 0.0372

***

Arrangement b

Molecular formula: C5H4N2O
Method: DFT, ωB97M-V with the def2-TZVPD basis set

Geometry (Å):
O 0.075 -0.117 1.684
N -1.007 2.240 -0.472
N 2.638 -0.221 -0.686
C -1.927 -1.296 -0.451
C -0.501 1.248 -0.081
C 1.594 -0.106 -0.219
C 0.142 0.006 0.286
C -0.588 -1.123 -0.445
H -2.248 -2.195 -0.946
H 0.424 -0.943 2.007
H 0.128 -1.883 -0.859
H -2.640 -0.548 -0.112

Gap between HOMO and LUMO (Ha): 0.4051
SMILES: C=CC(O)(C#N)C#N

Want to see where the charge sits? The Löwdin charges in e are: O 0.0392; N 0.2041; N 0.1793; C 0.0681; C -0.1341; C -0.1217; C -0.5143; C -0.1001; H 0.0609; H 0.1119; H 0.1253; H 0.0815

***

Arrangement c

Molecular formula: C5H4N2O
Method: DFT, ωB97M-V with the def2-TZVPD basis set

Geometry (Å):
O 0.102 1.226 -3.404
N 0.805 0.655 0.309
N -0.565 0.088 -1.560
C 0.311 0.834 -2.298
C 0.875 0.061 1.414
C -0.366 -0.752 1.755
C -1.147 -0.766 0.681
C -0.359 0.069 -0.330
H -2.016 -1.410 0.261
H 1.575 0.299 2.190
H 1.280 1.048 -1.691
H -0.496 -1.354 2.672

Gap between HOMO and LUMO (Ha): 0.3024
SMILES: O=C/N=C1/C=CC=N1

Want to see where the charge sits? The Löwdin charges in e are: O 0.0827; N 0.0975; N 0.1640; C -0.3632; C -0.1108; C -0.0494; C 0.0003; C -0.3251; H 0.1501; H 0.1088; H 0.1365; H 0.1086

***

So which one is most stable? That would be arrangement c, about 21.8 kJ/mol below the next structure.

***

Arrangement a

Molecular formula: C18H14BBrF4IrN3O2
Method: DFT, ωB97M-V with the def2-TZVPD basis set

Geometry (Å):
Ir -1.015 -0.149 -0.860
Br -1.010 2.547 -3.188
F 2.759 0.361 0.860
F 0.853 0.855 -0.388
F 2.989 1.244 -1.213
F 2.200 2.532 0.493
O -2.553 1.395 2.668
O -2.225 -0.004 0.950
N 0.057 -2.148 -0.279
N -0.555 -1.048 -2.747
N -1.990 2.013 -0.691
C -0.625 -0.797 -4.051
C -2.590 2.260 0.460
C 2.792 -2.012 3.508
C 1.135 -2.169 -3.811
C -2.457 1.110 1.503
C 0.419 -1.461 -4.749
C 0.507 -1.926 -2.566
C 0.168 -2.880 0.932
C 2.060 -2.730 2.579
C -3.218 4.431 -0.238
C 0.474 -0.910 2.469
C -2.578 4.188 -1.442
C 1.209 -0.193 3.394
C -3.221 3.454 0.753
C 0.915 -2.157 2.034
C -1.958 2.957 -1.620
C 2.352 -0.765 3.940
C 0.735 -2.520 -1.313
B 2.405 1.317 -0.017
H 2.403 -3.702 2.255
H 1.448 -3.342 -1.253
H 3.717 -2.425 3.886
H 1.995 -2.793 -3.953
H -3.693 5.385 -0.068
H 0.647 -3.850 0.749
H 0.591 -1.398 -5.806
H -3.682 3.602 1.715
H -1.391 -0.181 -4.487
H -0.452 -0.517 2.078
H -2.530 4.928 -2.224
H 2.887 -0.247 4.722
H -0.853 -3.037 1.311
H 0.877 0.784 3.705

Spin multiplicity: 6
Gap between HOMO and LUMO (alpha / beta) (Ha): 0.2616 / 0.1590
Total charge: +1

Want to see where the charge sits? The Löwdin charges in e are: Ir 1.7151; Br 0.8651; F 0.2083; F -0.2113; F 0.2125; F 0.2234; O 0.1484; O -0.1433; N -0.0040; N -0.1024; N -0.0424; C -0.0795; C -0.1655; C -0.0619; C 0.0518; C -0.5958; C 0.0268; C -0.2266; C -0.1497; C -0.0374; C -0.0005; C -0.0493; C -0.0628; C -0.0508; C 0.0450; C -0.2124; C -0.7099; C -0.0574; C -0.0404; B -1.2007; H 0.1110; H 0.1613; H 0.1104; H 0.1335; H 0.1277; H 0.1295; H 0.1256; H 0.1350; H 0.1100; H 0.0709; H 0.1161; H 0.1108; H 0.1484; H 0.1172

***

Arrangement b

Molecular formula: C18H14BBrF4IrN3O2
Method: DFT, ωB97M-V with the def2-TZVPD basis set

Geometry (Å):
Ir -0.196 0.118 0.003
Br -2.528 -0.061 2.837
F -3.857 2.187 0.727
F -2.998 3.058 -1.214
F -2.108 3.680 0.818
F -1.677 1.449 -0.001
O 3.598 0.160 1.531
O 1.782 0.217 0.222
N 0.177 0.102 2.289
N -1.264 -1.721 -0.364
N -0.331 -0.050 -2.282
C 1.482 0.173 2.587
C -1.889 -2.660 0.330
C -0.914 4.381 -3.573
C -2.763 -3.438 -0.534
C 0.657 2.875 -1.859
C 1.951 0.223 3.880
C -0.330 0.130 4.611
C -1.152 -0.954 -2.661
C -1.702 -1.843 -1.667
C 0.082 2.276 -2.975
C 2.412 0.185 1.401
C -0.353 4.969 -2.452
C -2.641 -2.915 -1.780
C 1.021 0.208 4.908
C 0.318 0.816 -3.271
C -0.699 3.034 -3.834
C 0.435 4.216 -1.593
C -0.710 0.070 3.281
B -2.849 2.823 0.097
H -1.724 -2.789 1.390
H -1.531 4.966 -4.242
H 0.878 4.675 -0.719
H -0.038 0.554 -4.268
H -1.082 0.116 5.386
H 1.391 0.606 -3.219
H 1.344 0.254 5.940
H -3.142 -3.229 -2.681
H -0.518 6.019 -2.251
H -3.383 -4.261 -0.217
H -1.141 2.576 -4.712
H -1.412 -1.085 -3.709
H 1.326 2.308 -1.217
H 3.016 0.273 4.050

Spin multiplicity: 6
Gap between HOMO and LUMO (alpha / beta) (Ha): 0.2901 / 0.1875
Total charge: +1

Want to see where the charge sits? The Löwdin charges in e are: Ir 1.6977; Br 0.8943; F 0.1825; F 0.2229; F 0.2154; F -0.3204; O 0.1635; O -0.2237; N -0.0381; N -0.0856; N -0.0262; C -0.1814; C -0.0481; C -0.0581; C 0.0183; C -0.0666; C 0.0379; C -0.0702; C -0.0356; C -0.1999; C -0.2328; C -0.5289; C -0.0606; C 0.0234; C -0.0010; C -0.1272; C -0.0331; C -0.0591; C -0.7058; B -1.0742; H 0.1169; H 0.1132; H 0.1155; H 0.1221; H 0.1152; H 0.1435; H 0.1290; H 0.1310; H 0.1141; H 0.1246; H 0.1156; H 0.1516; H 0.0912; H 0.1373

***

So which one is most stable? That would be arrangement b, about 123.0 kJ/mol below the next structure.

***

Arrangement a

Molecular formula: C28H35N7
Method: DFT, ωB97M-V with the def2-TZVPD basis set

Geometry (Å):
N -0.212 -5.929 -2.166
N 0.641 2.825 3.560
N -0.869 0.166 0.627
N -2.732 -1.452 -2.294
N -3.046 -2.000 1.991
N 1.202 5.220 -1.632
N 3.950 2.948 0.376
C 0.344 -3.799 -1.606
C -1.758 -2.301 1.933
C 0.078 3.296 -1.535
C 0.279 0.622 0.142
C 1.166 4.257 1.833
C 2.947 1.019 -0.229
C 3.320 1.801 0.850
C -0.668 -4.746 -1.633
C 1.328 -4.395 -2.325
C -1.430 -2.667 3.143
C 1.040 -5.770 -2.622
C 0.809 4.114 3.180
C -3.470 -1.918 3.288
C 1.199 3.155 -0.842
C 0.048 4.663 -2.042
C 3.312 1.742 -1.372
C 0.852 2.168 2.391
C 1.880 4.383 -0.842
C 1.163 2.931 1.344
C -0.170 -1.152 -1.037
C 0.800 -0.198 -0.854
C -3.625 -1.121 -1.279
C -3.617 -2.198 -0.419
C -2.237 -2.671 -2.014
C -2.396 -2.335 4.046
C -2.801 -3.144 -0.918
C -1.255 -0.849 -0.152
C 4.015 2.870 -0.974
H -0.781 -6.754 -2.295
H 2.483 0.047 -0.153
H -0.718 2.569 -1.594
H 1.564 -6.502 -3.219
H -0.556 5.329 -2.641
H 1.648 6.085 -1.903
H -1.494 -3.053 -2.699
H 4.285 3.718 0.937
H 0.622 1.114 2.439
H 3.031 1.515 -2.390
H -4.462 -1.563 3.529
H -1.719 -4.761 -1.386
H 3.292 1.596 1.910
H 1.449 2.286 -0.251
H -2.625 -4.083 -0.415
H 1.807 -0.153 -1.242
H -4.114 -0.162 -1.366
H 4.435 3.712 -1.504
H 0.731 1.536 0.500
H -2.276 -2.399 5.117
H -0.496 -2.986 3.582
H -0.178 -1.892 -1.823
H -1.426 0.631 1.330
H 1.390 2.668 0.322
H 0.378 2.514 4.484
H -1.279 -2.492 0.984
H 2.794 4.713 -0.372
H -3.602 -1.738 1.189
H -2.206 -1.355 -0.081
H 0.754 4.825 3.992
H 0.308 -2.841 -1.108
H -4.167 -2.301 0.505
H 2.130 -3.759 -2.669
H -2.384 -0.823 -3.002
H 1.294 5.225 1.371

Gap between HOMO and LUMO (Ha): 0.2736

Want to see where the charge sits? The Löwdin charges in e are: N 0.0085; N 0.0492; N 0.1033; N 0.0683; N -0.0071; N 0.0119; N 0.0318; C -0.1348; C -0.1785; C -0.0204; C -0.1697; C -0.0302; C -0.1536; C -0.0963; C -0.1539; C -0.1027; C -0.1400; C -0.1107; C -0.1443; C -0.0996; C -0.2316; C -0.0799; C -0.0996; C -0.1798; C -0.1428; C -0.2155; C -0.1065; C -0.0641; C -0.0741; C -0.1844; C -0.1757; C -0.1120; C -0.1319; C -0.1703; C -0.1628; H 0.1533; H 0.0762; H 0.1062; H 0.0988; H 0.0958; H 0.1605; H 0.1284; H 0.1562; H 0.1222; H 0.1168; H 0.1029; H 0.0686; H 0.1301; H 0.0235; H 0.1190; H 0.0779; H 0.1286; H 0.1174; H 0.0397; H 0.0947; H 0.1060; H 0.0572; H 0.1725; H -0.1216; H 0.1540; H 0.1136; H 0.1120; H 0.0448; H 0.0249; H 0.0983; H 0.0499; H 0.1125; H 0.0930; H 0.1694; H 0.0964

***

Arrangement b

Molecular formula: C28H35N7
Method: DFT, ωB97M-V with the def2-TZVPD basis set

Geometry (Å):
N 4.286 5.103 -1.967
N -5.218 -6.422 5.043
N -1.320 1.640 2.263
N 2.915 -0.417 7.476
N 3.845 -3.275 0.858
N -1.484 -4.288 -2.999
N -3.243 6.326 -7.828
C 0.862 -1.138 7.823
C 5.496 -3.526 -0.721
C -4.022 -7.024 4.663
C -2.988 7.373 -5.849
C -3.620 6.292 -6.531
C 5.358 6.743 -0.956
C -2.117 7.934 -6.767
C 1.730 -0.041 8.084
C -2.359 7.310 -7.932
C -1.250 2.939 0.499
C 1.516 -2.148 7.092
C -2.364 1.264 1.495
C -4.803 -5.976 2.886
C -0.990 -5.289 -3.788
C -2.851 -4.554 -4.713
C 3.718 -2.234 -0.089
C -0.634 2.643 1.664
C -2.641 -3.877 -3.536
C 5.156 5.384 -0.966
C 4.642 7.301 -2.064
C -3.735 -6.706 3.326
C 2.815 -1.708 6.946
C -1.814 -5.430 -4.889
C 4.716 -2.398 -1.072
C 4.858 -4.075 0.422
C -5.675 -5.725 3.962
C -2.416 2.116 0.409
C 3.934 6.209 -2.625
H -3.109 7.707 -4.829
H 5.359 4.603 -0.249
H 3.164 6.215 -3.382
H -5.679 -6.461 5.941
H -3.550 5.699 -8.558
H -2.857 -7.039 2.793
H -6.658 -5.277 3.994
H 4.874 -1.733 -1.908
H 5.910 7.358 -0.261
H -3.151 2.147 -0.382
H -3.746 -4.367 -5.289
H 4.963 -4.988 0.990
H -4.903 -5.688 1.850
H -1.026 3.676 -0.257
H -1.356 8.681 -6.598
H -1.152 1.204 3.159
H -0.147 -1.355 8.142
H -3.022 0.464 1.804
H -1.860 7.519 -8.866
H -3.558 -7.731 5.333
H 4.611 8.322 -2.414
H 3.389 -3.392 1.752
H -0.034 -5.716 -3.522
H 0.232 3.085 2.134
H 3.749 0.152 7.495
H -1.088 -3.927 -2.143
H 6.285 -4.022 -1.267
H -1.754 -6.075 -5.753
H 3.743 -2.140 6.602
H 3.876 4.196 -2.136
H 2.886 -1.556 0.032
H 1.655 0.920 8.570
H -4.223 5.450 -6.227
H 1.105 -3.116 6.846
H -3.228 -3.139 -3.011

Gap between HOMO and LUMO (Ha): 0.3029
SMILES: c1cc[nH]c1.c1cc[nH]c1.c1cc[nH]c1.c1cc[nH]c1.c1cc[nH]c1.c1cc[nH]c1.c1cc[nH]c1

Want to see where the charge sits? The Löwdin charges in e are: N -0.0186; N 0.0026; N -0.0072; N -0.0190; N -0.0054; N 0.0039; N 0.0097; C -0.1274; C -0.1016; C -0.1304; C -0.0956; C -0.1310; C -0.1180; C -0.1360; C -0.1043; C -0.2033; C -0.1202; C -0.1233; C -0.1535; C -0.1379; C -0.1356; C -0.1375; C -0.1204; C -0.1608; C -0.1631; C -0.1541; C -0.0896; C -0.1258; C -0.1364; C -0.1217; C -0.1200; C -0.1563; C -0.1362; C -0.1024; C -0.1512; H 0.0876; H 0.1051; H 0.1042; H 0.1463; H 0.1582; H 0.0942; H 0.1001; H 0.0857; H 0.0867; H 0.0869; H 0.0951; H 0.0995; H 0.0912; H 0.0917; H 0.1003; H 0.1518; H 0.0821; H 0.1056; H 0.1106; H 0.0960; H 0.0823; H 0.1423; H 0.1029; H 0.1080; H 0.1401; H 0.1525; H 0.0847; H 0.0955; H 0.0986; H 0.1531; H 0.0914; H 0.0977; H 0.0995; H 0.0922; H 0.1078

***

So which one is most stable? That would be arrangement b, about 1541.1 kJ/mol below the next structure.

***

Arrangement a

Molecular formula: C6H12NO
Method: DFT, ωB97M-V with the def2-TZVPD basis set

Geometry (Å):
O -2.405 1.428 0.047
N 0.705 -0.051 0.234
C 0.966 0.838 -0.798
C 1.576 2.013 -0.668
C -1.069 -1.452 -0.844
C 0.341 -1.382 -0.272
C 0.971 0.164 1.594
C -2.697 0.394 0.480
H -3.599 -0.092 0.989
H 0.447 -0.304 2.361
H -1.075 -0.738 -1.549
H 0.920 -1.770 -1.039
H -1.378 -2.491 -1.249
H -1.772 -1.252 -0.094
H 0.948 1.182 1.711
H 1.020 0.545 -1.843
H 1.604 2.511 0.325
H 2.101 0.040 1.717
H 2.021 2.482 -1.588
H 0.376 -2.066 0.486

Gap between HOMO and LUMO (alpha / beta) (Ha): 0.3889 / 0.1606
Total charge: +1

Want to see where the charge sits? The Löwdin charges in e are: O 0.0975; N -0.0663; C -0.1209; C 0.1368; C -0.0563; C -0.1544; C -0.0010; C -0.0351; H 0.1223; H 0.1009; H 0.0343; H 0.1167; H 0.1455; H -0.0033; H 0.0590; H 0.1449; H 0.0969; H 0.1637; H 0.1169; H 0.1020

***

Arrangement b

Molecular formula: C6H12NO
Method: DFT, ωB97M-V with the def2-TZVPD basis set

Geometry (Å):
O -0.978 3.230 0.024
N -2.097 1.274 -1.292
C 0.875 -1.812 0.596
C 0.933 -0.628 0.019
C 1.895 -2.211 1.625
C -0.406 2.203 0.276
C -0.951 0.914 -0.357
C 0.090 0.007 -1.046
H -1.386 0.394 0.543
H 0.122 -2.593 0.405
H 0.833 0.562 -1.644
H -2.042 0.717 -2.158
H 2.765 -2.744 1.214
H -2.983 1.098 -0.823
H 2.162 -1.326 2.216
H 0.472 2.153 0.934
H 1.581 -3.030 2.301
H -0.425 -0.588 -1.833
H -2.153 2.304 -1.371
H 1.694 0.076 0.373

Gap between HOMO and LUMO (Ha): 0.3514
Total charge: +1
SMILES: C/C=C/C[C@H]([NH3+])C=O

Want to see where the charge sits? The Löwdin charges in e are: O 0.0894; N 0.2315; C -0.1354; C -0.1575; C -0.0961; C -0.1540; C -0.2311; C -0.1488; H 0.1795; H 0.1223; H 0.1330; H 0.1776; H 0.0891; H 0.1739; H 0.0830; H 0.1509; H 0.0831; H 0.1297; H 0.1612; H 0.1188

***

So which one is most stable? That would be arrangement b, about 397.9 kJ/mol below the next structure.